A cluster of 2 separate species, C9H17BF5N4O5Si in total at a distorted geometry, computed with ωB97M-V/def2-TZVPD.

```
! RIJCOSX wB97M-V def2-TZVPD def2/J DEFGRID3
* xyz -1 1
C 0.9532 3.3900 -0.0923
C -0.1876 3.6273 -1.0693
N -0.8989 4.6526 -0.9979
C -0.4593 2.5788 -2.0969
Si -0.9614 0.9538 -1.2297
C 0.0412 -0.5641 -1.8468
O 1.3458 -0.7122 -1.2477
C 1.3743 -1.0800 0.0422
F 2.3967 -1.8727 0.2181
F 0.3093 -1.7152 0.4341
F 1.5839 -0.0439 0.8218
C -2.8404 0.6269 -1.2686
C -3.4297 0.9560 0.1228
N -4.8963 0.7744 0.0206
N -2.8579 0.0772 1.1075
N -3.0609 2.3440 0.4240
H 0.5935 2.7961 0.7387
H 1.7736 2.8436 -0.5489
H 1.2998 4.3593 0.2446
H -0.5716 5.2440 -0.2359
H -1.2858 2.9052 -2.7240
H 0.4181 2.4364 -2.7264
H -0.6024 1.0889 0.1869
H 0.2395 -0.3694 -2.9003
H -0.5426 -1.4801 -1.8378
H -3.3261 1.2204 -2.0435
H -3.0051 -0.4367 -1.4055
H -5.2953 0.7196 0.9536
H -5.2547 1.6223 -0.4038
H -2.4849 0.5839 1.8969
H -3.5070 -0.6379 1.4048
H -3.5756 2.6668 1.2354
H -3.3032 2.9117 -0.3807
B 3.7370 -4.5088 2.6325
O 4.9446 -3.7395 2.2206
C 5.4441 -4.2894 1.1285
O 6.4219 -3.9080 0.5391
C 4.5808 -5.4809 0.7436
O 4.7578 -6.2039 -0.2026
O 3.6003 -5.5949 1.6213
F 2.6113 -3.6896 2.6175
F 3.9200 -5.0522 3.9041
*
```

Summary:
**HOMO**: -6.22 eV
**Frontier orbital gap**: 8.313 eV
**LUMO energy**: 2.1 eV

Atom charges from the Mulliken analysis, given in e for atoms 1 to 4: -1.533, 0.940, -0.802, -0.745

=====

A cluster of 2 separate species, C35H28F3N2 in total at a distorted geometry, computed with ωB97M-V/def2-TZVPD.

```
! RIJCOSX wB97M-V def2-TZVPD def2/J DEFGRID3
* xyz 1 1
C 0.3606 0.1558 1.7946
C -1.0451 0.2502 2.3133
C -1.8465 1.3058 1.8566
C -3.1827 1.3639 2.2348
C -3.7010 0.3416 3.0410
C -2.9128 -0.7207 3.4936
C -1.5567 -0.7237 3.1642
C 1.2891 -1.0187 2.0847
C 2.6174 -0.5421 2.0795
C 3.6824 -1.3619 2.4490
C 3.4075 -2.6975 2.7679
C 2.0984 -3.1952 2.6859
C 1.0311 -2.3608 2.2928
C 2.6019 0.9173 1.9902
C 1.2577 1.3431 2.0013
C 0.9180 2.6552 2.2550
C 1.9484 3.5699 2.5063
C 3.2912 3.1613 2.4825
C 3.6303 1.8252 2.2295
H -1.4280 2.0742 1.1921
H -3.7776 2.2234 1.9198
H -4.7380 0.4006 3.3529
H -3.3098 -1.5157 4.1344
H -0.8772 -1.4740 3.5730
H 4.6779 -0.9217 2.5272
H 4.2189 -3.3558 3.0802
H 1.8822 -4.2273 2.9694
H 0.0242 -2.7584 2.1665
H -0.1261 2.9540 2.3032
H 1.6758 4.5884 2.7760
H 4.0774 3.8863 2.6920
H 4.6556 1.4543 2.2588
C 0.8005 2.0602 -1.5159
N 0.9635 0.6149 -1.6231
C -0.0148 -0.3092 -1.3487
H 0.2381 0.1589 0.7397
C -1.4316 -0.0409 -1.4805
C -1.7136 0.4779 -2.7653
C -3.0087 0.7215 -3.1473
C -4.0148 0.4979 -2.2154
C -5.3865 0.9372 -2.6136
F -6.3090 0.7561 -1.6378
F -5.3916 2.2734 -2.9260
F -5.8246 0.2558 -3.7188
C -3.7730 -0.0994 -0.9824
C -2.4726 -0.4447 -0.6276
N 0.5457 -1.5347 -1.4575
C -0.1701 -2.7776 -1.1914
C 1.7387 -1.4165 -2.2094
C 2.0055 -0.0381 -2.3089
C 2.6785 0.4917 -3.3932
C 3.0877 -0.4005 -4.3974
C 2.8080 -1.7705 -4.3068
C 2.1132 -2.2983 -3.2056
H 1.7461 2.5265 -1.8065
H -0.0153 2.4196 -2.1619
H 0.5905 2.3296 -0.4683
H -0.8916 0.6487 -3.4688
H -3.2096 1.0807 -4.1521
H -4.5912 -0.2967 -0.2966
H -2.2354 -0.9385 0.3207
H 0.5301 -3.6091 -1.3395
H -0.5000 -2.7669 -0.1391
H -1.0526 -2.8867 -1.8503
H 2.7751 1.5736 -3.4700
H 3.6288 -0.0124 -5.2603
H 3.1324 -2.4444 -5.0991
H 1.7799 -3.3367 -3.1436
*
```

Summary:
**HOMO**: -10.68 eV
**Frontier orbital gap**: 7.099 eV
**LUMO energy**: -3.6 eV

Atom charges from the Mulliken analysis, given in e for atoms 1 to 4: 1.876, 0.379, 0.154, -1.426

=====

An isolated molecule of C3H7N3S at a distorted geometry, computed with ωB97M-V/def2-TZVPD.

```
! RIJCOSX wB97M-V def2-TZVPD def2/J DEFGRID3
* xyz 0 1
H 1.1215 -1.0996 -1.8087
N 1.2133 -0.8497 -0.8217
C 0.2598 -0.1492 -0.4084
N 0.1316 0.3670 0.9167
S 1.4016 0.3070 2.0153
N -0.8019 0.3754 -1.1875
C -1.5274 -0.6139 -1.9624
C -2.1868 0.1230 -0.8800
H -0.5068 1.1521 1.0428
H 2.3129 1.0835 1.3878
H -1.3460 -1.6649 -1.7362
H -1.7509 -0.3441 -2.9781
H -2.8880 0.9649 -1.0063
H -2.4426 -0.4126 0.0067
*
```

Summary:
**HOMO**: -9.13 eV
**ΔE to the lowest compared entry with this formula, charge and spin**: 2.165 eV
**Frontier orbital gap**: 10.007 eV
**SMILES string**: [H]/N=C(/NS)N1CC1
**LUMO energy**: 0.9 eV

Atom charges from the Mulliken analysis, given in e for atoms 1 to 4: 0.264, -0.622, 0.540, -0.322

=====

A structure of composition C23H33ClGeN2O7Pb, computed with ωB97M-V/def2-TZVPD.

```
! RIJCOSX wB97M-V def2-TZVPD def2/J DEFGRID3
* xyz 1 2
Pb 0.1335 -0.7918 -1.1272
C 0.5951 1.2131 2.6697
C 0.6879 1.8395 1.2892
C 2.1056 1.7844 0.7454
C 0.1857 3.2778 1.3124
O -0.1618 1.0486 0.3910
Ge -1.8129 1.5069 -0.2347
O -1.2961 1.1972 -1.9348
C -1.1024 2.1289 -3.0411
C -2.3281 3.0235 -3.1402
C -0.9681 1.2551 -4.2797
C 0.1626 2.9391 -2.8135
O -2.4382 -0.1201 0.0662
C -3.8328 -0.5144 0.0085
C -3.8335 -2.0244 0.1841
C -4.4230 -0.1238 -1.3392
C -4.5828 0.1608 1.1479
H 1.2008 1.7784 3.3790
H -0.4378 1.2091 3.0247
H 0.9548 0.1816 2.6502
H 2.7504 2.4267 1.3448
H 2.4996 0.7686 0.7922
H 2.1394 2.1279 -0.2903
H 0.8000 3.8848 1.9754
H 0.2260 3.7194 0.3151
H -0.8442 3.3247 1.6859
H -3.2273 2.4259 -3.2996
H -2.4521 3.6075 -2.2211
H -2.2238 3.7234 -3.9678
H -1.8484 0.6220 -4.3984
H -0.8679 1.8839 -5.1639
H -0.0758 0.6284 -4.2101
H 0.0754 3.5492 -1.9110
H 1.0278 2.2809 -2.7144
H 0.3342 3.6097 -3.6551
H -3.2595 -2.5067 -0.6097
H -3.4077 -2.3007 1.1494
H -4.8559 -2.3989 0.1390
H -3.8761 -0.5978 -2.1557
H -5.4682 -0.4256 -1.3977
H -4.3811 0.9611 -1.4830
H -4.1166 -0.0766 2.1052
H -4.5776 1.2482 1.0199
H -5.6205 -0.1698 1.1715
O 6.1437 -1.7360 -1.9526
C 5.7386 -2.5138 -0.9632
O 6.4288 -3.3718 -0.4901
C 4.3541 -2.2741 -0.4135
C 3.8803 -2.8582 0.7521
Cl 4.6126 -3.9968 1.7604
N 2.6132 -2.4310 0.9652
N 2.2338 -1.6028 -0.0272
C 3.2677 -1.4919 -0.8516
C 3.1079 -0.5540 -2.0232
O 4.0832 -0.2335 -2.6730
O 1.9080 -0.1140 -2.2483
C 1.7644 -2.5704 2.1135
C 0.4028 -2.7583 1.9264
C -0.4421 -2.8024 3.0236
C 0.0732 -2.6790 4.3066
C 1.4379 -2.5076 4.4829
C 2.2891 -2.4406 3.3898
H 5.4438 -1.1033 -2.2447
H -0.0040 -2.9114 0.9340
H -1.5041 -2.9454 2.8748
H -0.5857 -2.7171 5.1634
H 1.8511 -2.4145 5.4780
H 3.3430 -2.2575 3.5380
*
```

Summary:
**HOMO (spin up / spin down)**: -12.32 / -12.32 eV
**Frontier orbital gap (spin up / spin down)**: 9.183 / 6.200 eV
**<S²>**: 0.755
**LUMO energy (spin up / spin down)**: -3.1 / -6.1 eV

Atom charges from the Mulliken analysis, given in e for atoms 1 to 4: 1.395, -1.286, 1.346, -1.488

=====

A structure of composition C15H19AuN3O11P2S, computed with ωB97M-V/def2-TZVPD.

```
! RIJCOSX wB97M-V def2-TZVPD def2/J DEFGRID3
* xyz 1 1
Au -1.0673 0.0587 -0.5229
C -3.7545 -2.3840 -0.3837
C -2.7180 -2.7808 0.6645
O -3.1545 -3.8899 1.4484
P -2.4603 -1.4661 1.8742
O -1.3620 -1.9299 2.8837
O -3.7614 -1.2167 2.7084
O -2.1534 -0.1421 1.1991
P -1.0989 -3.2024 -0.1240
O -0.2183 -3.6991 1.1512
O -1.2955 -4.2615 -1.1110
O -0.4162 -1.8644 -0.4495
H -4.7083 -2.1559 0.0917
H -3.8822 -3.2197 -1.0727
H -3.4409 -1.5226 -0.9746
H -3.3681 -4.6174 0.8474
H -0.7739 -2.6336 2.5176
H -4.0198 -1.9500 3.2861
H -0.2012 -4.6650 1.2047
O 1.1020 1.6148 -3.4104
C 0.8818 1.0546 -2.3767
O -0.2093 0.2664 -2.2595
C 1.7908 1.1644 -1.1899
C 2.1879 0.0373 -0.4783
C 3.0830 0.1662 0.5725
C 3.5187 1.4323 0.9101
C 3.1341 2.5706 0.2215
C 2.2815 2.4240 -0.8579
N 4.4267 1.5817 2.0648
O 5.0605 0.6107 2.4096
O 4.4538 2.6712 2.6060
H 1.8210 -0.9415 -0.7582
H 3.4418 -0.6915 1.1229
H 3.5201 3.5344 0.5198
H 1.9978 3.2772 -1.4603
C -1.9815 6.1103 2.4403
C -1.3723 4.7695 2.2216
C -0.4969 4.1465 3.0673
C -0.0277 2.8684 2.7315
N -0.3897 2.2583 1.5982
C -1.2219 2.8739 0.7868
S -1.7036 2.2409 -0.7463
N -1.7242 4.0995 1.0966
C 0.9166 2.1326 3.6110
H -1.5877 6.5641 3.3448
H -3.0649 6.0199 2.5385
H -1.7697 6.7690 1.5966
H -0.1820 4.6316 3.9786
H -2.3871 4.5260 0.4599
H 1.0057 2.5886 4.5932
H 1.8994 2.1286 3.1355
H 0.5955 1.0951 3.7004
*
```

Summary:
**HOMO**: -12.48 eV
**ΔE to the lowest compared entry with this formula, charge and spin**: 0.000 eV
**Frontier orbital gap**: 7.645 eV
**LUMO energy**: -4.8 eV

Atom charges from the Mulliken analysis, given in e for atoms 1 to 4: 1.595, -1.612, 0.869, -0.622

=====

A cluster of 6 separate species, C43H73F7N2O13 in total, computed with ωB97M-V/def2-TZVPD.

```
! RIJCOSX wB97M-V def2-TZVPD def2/J DEFGRID3
* xyz 0 1
C 7.0070 3.8295 -1.9163
C 7.5739 2.5749 -1.2565
C 6.6070 1.8906 -0.2912
C 5.7126 0.8535 -0.9639
C 4.8755 0.0494 0.0243
C 4.0588 -1.0745 -0.6332
C 2.5435 -0.8066 -0.7292
C 1.8888 -1.2126 -2.0632
C 0.8866 -2.3650 -1.9252
C -0.4153 -1.9363 -1.2496
C -1.3011 -1.0626 -2.1156
C -1.8824 -1.7885 -3.3399
C -1.1927 -1.3967 -4.6416
O -1.5747 -0.1135 -5.0914
C -1.4514 -2.4055 -5.7609
F -2.6951 -2.1996 -6.2595
F -0.5829 -2.3162 -6.7721
F -1.4214 -3.6809 -5.3212
O -2.3559 -0.6018 -1.2802
C -2.9310 0.6118 -1.6980
C -2.1416 1.8549 -1.1900
N -0.7967 1.5288 -0.7260
C 0.2480 2.4970 -1.0736
C -4.4201 0.5575 -1.3221
C -5.1430 1.8513 -1.7334
C -6.6109 1.9452 -1.3187
C -7.1252 3.3694 -1.2108
O -7.4039 3.9089 -2.5029
N -4.6661 0.0807 0.0449
C -4.2951 0.7783 1.1801
F -2.9530 0.8011 1.3541
F -4.6548 2.1200 1.1843
C -4.9161 0.1361 2.4212
F -6.2281 0.4727 2.4842
F -4.3212 0.5934 3.5367
H 6.2235 3.5824 -2.6385
H 7.7787 4.3961 -2.4404
H 6.5635 4.4921 -1.1675
H 8.4897 2.8420 -0.7241
H 7.8542 1.8575 -2.0357
H 5.9622 2.6550 0.1605
H 7.1621 1.3957 0.5084
H 6.3423 0.1676 -1.5430
H 5.0380 1.3479 -1.6770
H 5.5437 -0.3540 0.7905
H 4.1895 0.7314 0.5417
H 4.4498 -1.2452 -1.6424
H 4.2275 -2.0070 -0.0871
H 2.0356 -1.3437 0.0786
H 2.3592 0.2543 -0.5353
H 1.3812 -0.3445 -2.4958
H 2.6616 -1.4990 -2.7824
H 1.3435 -3.1617 -1.3293
H 0.6890 -2.8116 -2.9075
H -0.1852 -1.3475 -0.3574
H -0.9912 -2.8089 -0.9231
H -0.7125 -0.2056 -2.4593
H -2.9432 -1.5279 -3.4227
H -1.8303 -2.8694 -3.1953
H -0.1080 -1.3417 -4.5128
H -2.5211 -0.1287 -5.2904
H -2.9380 0.6535 -2.7972
H -2.7243 2.3612 -0.4144
H -2.0524 2.5630 -2.0168
H -0.8216 1.4152 0.2772
H -0.1650 3.3799 -1.5694
H 0.9875 2.0533 -1.7487
H 0.7838 2.8417 -0.1871
H -4.8220 -0.2480 -1.9438
H -4.6040 2.7271 -1.3603
H -5.0878 1.8925 -2.8261
H -6.7843 1.4547 -0.3568
H -7.2369 1.4348 -2.0575
H -6.3871 3.9900 -0.6894
H -8.0455 3.3981 -0.6228
H -6.8158 4.6478 -2.6824
H -5.5943 -0.3077 0.1434
H -4.8317 -0.9527 2.3982
O -8.4485 -4.3291 3.5917
C -7.8557 -3.6323 4.3587
C -7.4657 -2.1726 4.2032
C -6.3966 -1.9836 5.2770
C -6.8170 -3.0199 6.3148
O -7.4204 -4.0841 5.5618
H -8.3526 -1.5641 4.3895
H -7.1261 -1.9862 3.1884
H -6.3443 -0.9756 5.6843
H -5.4138 -2.2407 4.8774
H -7.5615 -2.6254 7.0097
H -5.9911 -3.4410 6.8821
O -5.4596 3.2242 9.4312
C -5.4985 2.9970 8.2592
C -6.3669 3.6476 7.1967
C -6.2742 2.6736 6.0264
C -4.8983 2.0543 6.2525
O -4.7097 2.0588 7.6775
H -5.9305 4.6206 6.9617
H -7.3694 3.8063 7.5843
H -6.3679 3.1344 5.0457
H -7.0462 1.9076 6.1183
H -4.1019 2.6462 5.7962
H -4.8102 1.0288 5.9071
O 8.9141 -0.5368 -0.4365
C 8.9298 -1.3882 0.4031
C 9.9519 -2.4891 0.6229
C 9.2195 -3.4645 1.5395
C 8.2633 -2.5326 2.2792
O 7.9602 -1.4851 1.3434
H 10.8237 -2.0423 1.1068
H 10.2638 -2.9023 -0.3324
H 9.8676 -4.0205 2.2131
H 8.6514 -4.1792 0.9430
H 8.7257 -2.0801 3.1592
H 7.3252 -2.9973 2.5711
O -6.6903 -2.2097 -2.9823
C -6.2597 -2.8854 -3.8700
C -5.7997 -4.3313 -3.8263
C -4.9655 -4.4652 -5.0969
C -5.6266 -3.4375 -6.0104
O -6.1088 -2.4070 -5.1297
H -6.6888 -4.9655 -3.8374
H -5.2577 -4.5173 -2.9029
H -4.9542 -5.4633 -5.5292
H -3.9357 -4.1698 -4.8955
H -6.4757 -3.8540 -6.5567
H -4.9425 -2.9737 -6.7149
O 9.4160 3.1946 1.9170
C 10.4641 2.9673 1.3929
C 11.4100 1.8067 1.6447
C 12.7094 2.2684 0.9918
C 12.1868 3.1899 -0.1074
O 10.9748 3.7558 0.4157
H 10.9851 0.9327 1.1445
H 11.4768 1.6059 2.7105
H 13.3278 1.4634 0.6006
H 13.3032 2.8411 1.7054
H 11.9401 2.6412 -1.0190
H 12.8554 4.0105 -0.3551
*
```

Summary:
**HOMO**: -8.71 eV
**Frontier orbital gap**: 9.156 eV
**SMILES string**: CCCCCCCCCC[C@@H](C[C@H](O)C(F)(F)F)O[C@H](CNC)[C@H](CCCO)NC(F)(F)C(F)F.O=C1CCCO1.O=C1CCCO1.O=C1CCCO1.O=C1CCCO1.O=C1CCCO1
**LUMO energy**: 0.4 eV

Atom charges from the Mulliken analysis, given in e for atoms 1 to 4: -1.469, 0.201, -0.532, -0.782